1.
Here is 2 unconnected molecules or ions with the total composition C14H16O from the Open Molecules 2025 dataset. Energies are from ωB97M-V with the def2-TZVPD basis set.

```
31
Properties=species:S:1:pos:R:3:forces:R:3:mulliken_spin:R:1
C 0.0227 -3.6239 1.7197 -0.5 0.3 0.8 0.0038
C -1.9600 -2.2427 -1.8755 0.2 -0.2 1.6 0.1529
C -0.6974 -1.8028 -1.5076 -0.5 0.9 -1.1 -0.1487
C -2.6089 -3.1952 -1.0009 -0.6 0.6 -0.6 0.4237
C -0.0277 -2.2022 -0.3555 -0.3 -1.3 0.9 0.5121
C -2.0165 -3.5092 0.2393 0.0 -0.4 -0.6 -0.1037
C -0.7363 -3.1214 0.5390 0.5 0.3 -0.4 0.0531
H -2.5020 -1.7046 -2.6374 0.0 -0.2 -0.5 -0.0471
H -0.2876 -1.0498 -2.1811 0.4 0.0 0.1 -0.0349
H -3.6277 -3.5175 -1.2195 0.2 0.1 0.1 0.0370
H 0.9876 -1.9542 -0.0668 0.0 0.2 -0.4 0.0904
H -2.6126 -4.1538 0.8874 0.4 0.0 0.2 -0.0077
H 0.9418 -4.1905 1.5009 -0.1 0.3 -0.2 -0.0191
H -0.6014 -4.2796 2.3236 -0.2 -0.2 0.1 0.0069
H 0.2550 -2.7715 2.3788 0.4 -0.2 0.0 0.0152
C 2.9953 3.2650 2.0562 -0.1 -0.4 -0.6 0.0000
C -0.0502 2.0412 -0.7072 -0.6 -0.6 -0.4 0.0724
C 0.3570 1.1344 0.2591 0.7 0.5 0.6 -0.0211
C 0.4758 3.3230 -0.7685 0.2 0.1 0.1 0.0146
C 1.3491 1.5603 1.1538 -0.7 -0.1 -0.4 0.0506
C 1.4710 3.7114 0.1140 -0.1 -0.5 -0.6 -0.0013
C 1.9651 2.7951 1.0415 -0.1 0.8 0.9 0.0096
O -1.0244 1.7264 -1.6190 0.1 -0.1 0.2 -0.0905
H -0.0412 0.1228 0.3634 -0.2 0.2 -0.2 -0.0131
H -1.3069 0.8051 -1.4723 0.0 0.1 -0.1 0.0430
H 0.0917 3.9970 -1.5171 -0.1 0.1 -0.1 -0.0013
H 1.5069 0.9480 2.0270 0.6 -0.3 0.0 0.0025
H 1.8411 4.7290 0.0452 0.2 -0.1 0.1 0.0015
H 3.8156 3.7285 1.5208 0.2 0.3 0.0 -0.0002
H 3.4281 2.4172 2.5811 -0.1 0.0 0.3 -0.0007
H 2.5779 3.9964 2.7502 0.1 -0.1 0.1 0.0002
```
Positions in Å, forces in eV/Å.

Calculated values
HOMO energy (spin up / spin down)	0.398 / -3.641	eV
largest force on an atom	1.601	eV Å⁻¹
Kohn-Sham gap (spin up / spin down)	2.7 / 6.7	eV
charge	-1
multiplicity	2
ΔE to the lowest compared entry with this formula, charge and spin	0.0	kcal per mole
LUMO energy (spin up / spin down)	3.09 / 3.08	eV

=====

2.
Here is 2 unconnected molecules or ions with the total composition C14H16O from the Open Molecules 2025 dataset. Energies are from ωB97M-V with the def2-TZVPD basis set.

```
31
Properties=species:S:1:pos:R:3:forces:R:3:lowdin_charge:R:1
C 2.0111 0.1324 0.9837 0.9 -0.3 -1.7 -0.0550
C -1.3274 -1.0912 2.1803 -0.9 0.4 1.5 -0.0927
C -1.2166 -0.9908 3.5798 1.2 -0.6 -0.5 -0.0900
C -0.2286 -0.8987 1.3799 -0.7 0.8 -0.4 -0.0588
C 0.9561 -0.3925 1.9072 0.9 0.5 -0.2 -0.2721
C 0.0542 -0.7574 4.0924 0.4 0.1 0.2 -0.0931
C 1.1322 -0.3548 3.2774 -1.4 -0.7 0.6 -0.0450
H -2.3439 -1.1724 1.8084 0.2 -0.5 -0.5 0.1013
H -2.0254 -1.2359 4.2518 -0.2 0.1 -0.1 0.0948
H -0.4067 -0.9346 0.3117 0.5 0.0 0.0 0.0846
H 0.2552 -0.9114 5.1477 -0.2 0.4 0.1 0.0967
H 1.9051 1.1099 0.4911 -0.8 0.0 0.6 0.0768
H 2.0846 -0.5156 0.1011 -0.1 -0.2 0.1 0.0786
H 2.0420 -0.0527 3.7731 0.2 0.1 -0.3 0.1070
H 3.0351 0.1890 1.3407 0.0 -0.3 0.7 0.0714
C -1.7050 1.8857 -0.6364 0.7 0.9 -0.3 -0.0478
C 0.6232 -0.4691 -3.2679 0.6 -0.8 0.3 -0.3215
C -0.4834 -1.0679 -2.6400 0.1 1.4 -1.0 -0.0127
C 1.0919 0.8191 -3.0031 -1.4 -0.8 0.3 -0.0011
C -1.2768 -0.2259 -1.8726 0.6 -0.4 0.0 -0.0737
C 0.3108 1.5930 -2.1276 1.2 -0.5 -1.0 -0.0478
C -0.8414 1.0644 -1.5875 -1.4 0.6 0.9 -0.3005
O 1.3976 -1.2112 -4.1199 0.2 -0.1 -0.4 0.0301
H -0.7522 -2.0557 -2.9892 -0.2 -0.2 0.4 0.1111
H 0.9802 -2.0499 -4.3511 0.0 0.2 0.2 0.1013
H 1.9760 1.1107 -3.5478 0.1 0.4 0.2 0.1152
H -2.1998 -0.5604 -1.4156 0.0 -0.1 -0.1 0.1180
H 0.6568 2.5963 -1.9176 -0.3 0.1 0.2 0.1116
H -2.6353 2.2752 -1.0578 -0.1 -0.5 -0.2 0.0781
H -1.1677 2.8078 -0.3861 0.1 -0.2 0.2 0.0737
H -1.9018 1.3643 0.2939 -0.1 -0.2 0.1 0.0614
```
Positions in Å, forces in eV/Å.

Calculated values
HOMO energy	-8.425	eV
largest force on an atom	1.925	eV Å⁻¹
SMILES	Cc1ccc(O)cc1.Cc1ccccc1
Kohn-Sham gap	9.2	eV
ΔE to the lowest compared entry with this formula, charge and spin	16.3	kcal per mole
LUMO energy	0.81	eV

=====

3.
Here is 2 unconnected molecules or ions with the total composition C14H16O from the Open Molecules 2025 dataset. Energies are from ωB97M-V with the def2-TZVPD basis set.

```
31
Properties=species:S:1:pos:R:3:forces:R:3:lowdin_charge:R:1
C -0.0961 -1.3169 1.8507 -1.4 0.0 1.1 -0.0491
C -1.6208 -3.3973 -1.5899 0.7 0.2 0.2 -0.0997
C -0.5080 -2.5857 -1.7034 0.7 0.9 0.4 -0.0828
C -2.3098 -3.4110 -0.3839 -0.7 -0.6 0.0 -0.0961
C -0.0561 -1.8416 -0.6037 0.1 -0.8 0.0 -0.0687
C -1.8737 -2.6976 0.7119 0.9 0.6 -0.4 -0.0501
C -0.6886 -1.9471 0.6224 0.2 -0.3 0.1 -0.2827
H -1.8308 -4.1038 -2.3696 -0.5 0.0 -0.3 0.0956
H 0.1070 -2.4849 -2.5904 -0.3 -0.4 -0.2 0.1035
H -3.1791 -4.0628 -0.2975 0.1 0.2 0.1 0.1036
H 0.9041 -1.3392 -0.6322 -0.1 0.2 -0.3 0.1152
H -2.3746 -2.7119 1.6588 -0.4 -0.3 0.3 0.1033
H -0.4454 -1.8455 2.7519 0.0 -0.1 -0.3 0.0778
H -0.5621 -0.3386 1.9798 0.5 0.3 -0.1 0.0667
H 0.9772 -1.2688 1.9773 0.2 0.2 -0.7 0.0805
C 1.5110 3.3148 2.0201 -0.6 0.2 -0.2 -0.0588
C 0.4543 1.4366 -1.6621 -0.2 -0.6 -0.4 -0.3406
C -0.4864 1.4626 -0.6428 0.7 -0.2 0.6 -0.0323
C 1.7576 1.9018 -1.5018 -1.0 1.0 -0.4 -0.0113
C -0.1242 2.1011 0.5453 0.3 -0.4 -0.3 -0.0601
C 2.0741 2.5474 -0.3185 0.1 -0.9 0.8 -0.0389
C 1.1649 2.5790 0.7435 -0.3 0.8 -0.1 -0.2880
O 0.1447 0.8957 -2.8904 -0.4 -0.1 0.2 0.0267
H -1.3476 0.7965 -0.6665 -0.2 0.6 -0.3 0.1170
H -0.8003 0.6647 -2.8905 0.5 0.0 0.0 0.1087
H 2.3096 1.9394 -2.4299 0.6 -0.1 0.3 0.1174
H -0.8446 2.2042 1.3370 -0.2 -0.2 0.3 0.1059
H 3.0518 2.9337 -0.0697 0.3 0.1 -0.5 0.1101
H 2.5232 3.1349 2.3683 0.1 0.0 -0.1 0.0727
H 0.8148 3.0506 2.8165 0.1 -0.2 0.1 0.0701
H 1.3538 4.3897 1.8594 0.3 -0.1 0.1 0.0843
```
Positions in Å, forces in eV/Å.

Calculated values
HOMO energy	-8.316	eV
largest force on an atom	1.795	eV Å⁻¹
SMILES	Cc1ccc(O)cc1.Cc1ccccc1
Kohn-Sham gap	9.2	eV
ΔE to the lowest compared entry with this formula, charge and spin	11.8	kcal per mole
LUMO energy	0.84	eV

=====

4.
Here is 2 unconnected molecules or ions with the total composition C14H16O2 from the Open Molecules 2025 dataset. Energies are from ωB97M-V with the def2-TZVPD basis set.

```
32
Properties=species:S:1:pos:R:3:forces:R:3:lowdin_charge:R:1
C -1.4139 -0.2913 2.7285 0.1 1.4 -0.8 -0.0439
C -2.8264 -0.9539 0.7413 -0.1 -0.2 -0.6 -0.0490
C -1.9282 -0.0712 1.3249 -0.1 -0.4 0.0 -0.2781
C -3.2144 -0.8282 -0.5941 0.4 -0.2 0.1 -0.0278
C -2.6385 0.1464 -1.3864 0.0 0.5 0.4 -0.3316
C -1.4856 0.9924 0.5396 -0.3 0.1 0.4 -0.0524
C -1.8471 1.1232 -0.7766 -0.3 -0.2 -0.8 -0.0246
O -2.8667 0.3085 -2.7260 -0.1 -0.3 -0.5 0.0321
H -3.2302 -1.8319 1.2340 0.1 0.2 0.5 0.1118
H -3.9180 -1.5421 -0.9897 -0.1 -0.1 -0.3 0.1077
H -2.2402 -0.4464 3.4078 0.1 -0.6 0.3 0.0767
H -0.9039 0.6183 3.0409 -0.1 0.2 0.2 0.0702
H -0.9038 1.7729 0.9916 0.4 0.2 0.2 0.1076
H -2.9598 -0.5382 -3.1911 -0.1 0.3 0.5 0.1121
H -1.5645 1.9727 -1.3929 0.2 -0.1 0.2 0.1195
H -0.6189 -1.0161 2.6934 -0.1 -0.8 0.4 0.0735
C 2.1015 2.5057 -0.5989 0.5 -0.1 0.4 -0.0549
C 2.3239 -1.7568 -0.1770 0.0 -0.3 0.4 -0.3238
C 1.7882 -1.2080 -1.3342 -0.4 0.6 1.2 -0.0149
C 2.6453 -0.9496 0.9138 0.6 0.2 -0.5 -0.0182
C 1.5873 0.1665 -1.3565 0.3 0.1 -0.6 -0.0587
C 2.5469 0.4288 0.7961 0.0 0.0 -0.2 -0.0449
C 2.0539 1.0237 -0.3671 0.0 -0.4 0.2 -0.2980
O 2.5519 -3.1013 -0.0139 -0.3 -0.2 -0.2 0.0332
H 1.3762 -1.8116 -2.1110 0.0 -0.4 -0.5 0.1043
H 1.9857 -3.6133 -0.6098 0.3 0.2 0.1 0.1065
H 3.1411 -1.3934 1.7690 -0.3 -0.1 0.1 0.1164
H 1.0909 0.5863 -2.2225 0.1 0.1 -0.1 0.1114
H 2.8839 1.0486 1.6158 0.0 0.1 0.1 0.1097
H 2.0901 3.0689 0.3348 -0.5 0.0 0.1 0.0744
H 1.3128 2.8039 -1.2826 0.0 0.3 0.0 0.0710
H 3.0804 2.7864 -1.0010 -0.2 -0.1 -0.4 0.0826
```
Positions in Å, forces in eV/Å.

Calculated values
HOMO energy	-8.316	eV
largest force on an atom	1.623	eV Å⁻¹
SMILES	Cc1ccc(O)cc1.Cc1ccc(O)cc1
Kohn-Sham gap	9.0	eV
ΔE to the lowest compared entry with this formula, charge and spin	8.7	kcal per mole
LUMO energy	0.65	eV

=====

What is the ΔE to the lowest compared entry with this formula, charge and spin in the third record?
11.8 kcal per mole

=====

Among the records above, which one has the highest ΔE to the lowest compared entry with this formula, charge and spin?
number 2

=====

Copy entry 2 word for word.
Here is 2 unconnected molecules or ions with the total composition C14H16O from the Open Molecules 2025 dataset. Energies are from ωB97M-V with the def2-TZVPD basis set.

```
31
Properties=species:S:1:pos:R:3:forces:R:3:lowdin_charge:R:1
C 2.0111 0.1324 0.9837 0.9 -0.3 -1.7 -0.0550
C -1.3274 -1.0912 2.1803 -0.9 0.4 1.5 -0.0927
C -1.2166 -0.9908 3.5798 1.2 -0.6 -0.5 -0.0900
C -0.2286 -0.8987 1.3799 -0.7 0.8 -0.4 -0.0588
C 0.9561 -0.3925 1.9072 0.9 0.5 -0.2 -0.2721
C 0.0542 -0.7574 4.0924 0.4 0.1 0.2 -0.0931
C 1.1322 -0.3548 3.2774 -1.4 -0.7 0.6 -0.0450
H -2.3439 -1.1724 1.8084 0.2 -0.5 -0.5 0.1013
H -2.0254 -1.2359 4.2518 -0.2 0.1 -0.1 0.0948
H -0.4067 -0.9346 0.3117 0.5 0.0 0.0 0.0846
H 0.2552 -0.9114 5.1477 -0.2 0.4 0.1 0.0967
H 1.9051 1.1099 0.4911 -0.8 0.0 0.6 0.0768
H 2.0846 -0.5156 0.1011 -0.1 -0.2 0.1 0.0786
H 2.0420 -0.0527 3.7731 0.2 0.1 -0.3 0.1070
H 3.0351 0.1890 1.3407 0.0 -0.3 0.7 0.0714
C -1.7050 1.8857 -0.6364 0.7 0.9 -0.3 -0.0478
C 0.6232 -0.4691 -3.2679 0.6 -0.8 0.3 -0.3215
C -0.4834 -1.0679 -2.6400 0.1 1.4 -1.0 -0.0127
C 1.0919 0.8191 -3.0031 -1.4 -0.8 0.3 -0.0011
C -1.2768 -0.2259 -1.8726 0.6 -0.4 0.0 -0.0737
C 0.3108 1.5930 -2.1276 1.2 -0.5 -1.0 -0.0478
C -0.8414 1.0644 -1.5875 -1.4 0.6 0.9 -0.3005
O 1.3976 -1.2112 -4.1199 0.2 -0.1 -0.4 0.0301
H -0.7522 -2.0557 -2.9892 -0.2 -0.2 0.4 0.1111
H 0.9802 -2.0499 -4.3511 0.0 0.2 0.2 0.1013
H 1.9760 1.1107 -3.5478 0.1 0.4 0.2 0.1152
H -2.1998 -0.5604 -1.4156 0.0 -0.1 -0.1 0.1180
H 0.6568 2.5963 -1.9176 -0.3 0.1 0.2 0.1116
H -2.6353 2.2752 -1.0578 -0.1 -0.5 -0.2 0.0781
H -1.1677 2.8078 -0.3861 0.1 -0.2 0.2 0.0737
H -1.9018 1.3643 0.2939 -0.1 -0.2 0.1 0.0614
```
Positions in Å, forces in eV/Å.

Calculated values
HOMO energy	-8.425	eV
largest force on an atom	1.925	eV Å⁻¹
SMILES	Cc1ccc(O)cc1.Cc1ccccc1
Kohn-Sham gap	9.2	eV
ΔE to the lowest compared entry with this formula, charge and spin	16.3	kcal per mole
LUMO energy	0.81	eV